Record 1
Density functional theory data (ωB97M-V/def2-TZVPD) for a gas-phase ion, C26H38B2ClN2O9S (charge +1) in a non-equilibrium geometry.

Properties
Total charge = +1
SMILES = C[C@@H](C[C@]1(OC(=O)c2ccccc2)[NH2+][C@@H](CB(O)O)CN(B(O)O)[C@H]1CCCCS(=O)(=O)Cl)OCc1ccccc1
2S+1 = 1

Each line ends with the Löwdin charge.
Element x y z (Å)
C (-2.78703, -1.35422, 1.34276)  0.005
C (-1.49459, -0.62950, 1.75843)  -0.338
C (-0.21676, -1.46813, 1.61554)  -0.015
C (0.56502, -1.18925, 0.33114)  -0.299
O (1.62451, -2.10063, 0.11387)  0.049
C (2.20583, -2.75950, 1.19797)  -0.414
O (1.87085, -3.85896, 1.42502)  0.225
C (3.34116, -2.14213, 1.93998)  -0.130
C (3.28465, -0.99117, 2.72102)  -0.050
C (4.40552, -0.53427, 3.41296)  -0.055
C (5.60530, -1.23187, 3.31740)  -0.056
C (5.68631, -2.36302, 2.51905)  -0.042
C (4.56022, -2.81733, 1.83721)  0.001
N (1.25991, 0.16564, 0.52453)  0.180
C (1.21507, 1.13175, -0.60251)  -0.239
C (2.42863, 2.07130, -0.42107)  -0.009
B (2.40602, 3.32799, -1.39205)  -0.640
O (1.90544, 4.53985, -0.96673)  0.168
O (2.95236, 3.15559, -2.62890)  0.194
C (1.40261, 0.32350, -1.86966)  -0.074
N (0.26427, -0.58281, -2.14949)  0.076
B (-0.75877, 0.21359, -2.86618)  -0.741
O (-0.87681, 0.04556, -4.22477)  0.182
O (-1.66781, 1.04827, -2.21444)  0.164
C (-0.29855, -1.26658, -0.95731)  -0.173
C (-0.42099, -2.75952, -1.35114)  -0.101
C (-1.59296, -3.04148, -2.30180)  -0.149
C (-2.91759, -3.53121, -1.67498)  -0.191
C (-3.99157, -2.43574, -1.63629)  -0.285
S (-5.10314, -2.45223, -3.03651)  0.346
O (-5.06532, -3.71350, -3.69879)  -0.318
O (-6.36717, -1.98010, -2.57035)  -0.328
Cl (-4.30953, -1.03790, -4.26856)  0.438
O (-1.28960, 0.61350, 1.10755)  -0.149
C (-2.24545, 1.61363, 1.39737)  -0.138
C (-1.58794, 2.97584, 1.38008)  -0.193
C (-2.25266, 4.08019, 0.85724)  -0.028
C (-1.61692, 5.31834, 0.83854)  -0.065
C (-0.32990, 5.45747, 1.33558)  -0.080
C (0.33146, 4.36604, 1.88854)  -0.069
C (-0.30513, 3.13031, 1.90519)  -0.048
H (-3.40214, -0.72284, 0.71501)  0.083
H (-3.33754, -1.64128, 2.23110)  0.097
H (-2.53057, -2.27946, 0.83662)  0.065
H (-1.61512, -0.41924, 2.82396)  0.146
H (-0.48458, -2.51549, 1.67468)  0.139
H (0.38440, -1.25049, 2.49547)  0.125
H (2.36912, -0.42826, 2.83421)  0.092
H (4.31657, 0.34025, 4.03371)  0.108
H (6.45953, -0.88291, 3.87542)  0.112
H (6.60529, -2.91595, 2.41535)  0.114
H (4.63929, -3.70230, 1.22523)  0.128
H (0.90361, 0.61621, 1.36733)  0.137
H (2.25105, -0.01658, 0.70267)  0.150
H (0.32643, 1.74705, -0.57796)  0.142
H (3.32335, 1.46716, -0.58157)  0.125
H (2.45125, 2.42546, 0.61266)  0.113
H (1.09681, 4.82642, -1.40151)  0.111
H (2.64617, 3.81091, -3.26645)  0.121
H (1.53430, 0.96987, -2.72997)  0.136
H (2.29793, -0.28749, -1.75361)  0.148
H (-0.62566, 0.81094, -4.74907)  0.116
H (-1.37566, 1.94913, -2.06485)  0.102
H (-1.30974, -0.90169, -0.80947)  0.126
H (-0.49629, -3.39548, -0.47164)  0.118
H (0.48204, -3.03199, -1.87878)  0.125
H (-1.25621, -3.83269, -2.96345)  0.122
H (-1.82052, -2.19612, -2.95226)  0.090
H (-2.78479, -4.00179, -0.70650)  0.111
H (-3.29397, -4.30359, -2.33921)  0.098
H (-4.61433, -2.44582, -0.75119)  0.099
H (-3.50091, -1.46545, -1.64939)  0.067
H (-2.73050, 1.45155, 2.36290)  0.146
H (-3.03687, 1.60941, 0.64826)  0.128
H (-3.25298, 3.95917, 0.47009)  0.118
H (-2.14225, 6.16873, 0.43352)  0.109
H (0.17074, 6.41253, 1.30402)  0.112
H (1.32747, 4.44262, 2.29265)  0.112
H (0.20629, 2.29218, 2.35660)  0.104

Record 2
Density functional theory data (ωB97M-V/def2-TZVPD) for a molecular structure, C26H38Br54GaO4S in a non-equilibrium geometry.

Properties
Total charge = -1
2S+1 = 1

Each line ends with the Löwdin charge.
Element x y z (Å)
C (1.79075, -2.04991, -3.66192)  -0.178
C (2.64185, -0.78954, -3.64954)  -0.276
C (4.08998, -1.13806, -3.47529)  -0.350
C (5.01144, 0.06684, -3.59381)  -0.259
Ga (5.50055, 0.64897, -1.70341)  0.358
O (6.62882, 2.16086, -1.75994)  -0.348
C (6.37794, -0.94066, -0.79408)  -0.251
C (6.28014, -1.15027, 0.71619)  -0.324
C (4.93063, -0.99130, 1.40801)  -0.195
C (5.11622, -0.38300, 2.80023)  -0.241
S (4.75904, 1.30462, 3.11810)  0.422
O (4.15515, 1.42096, 4.41061)  -0.529
O (5.93987, 2.03765, 3.10210)  -0.255
O (3.79775, 1.82096, 2.09803)  -0.145
H (1.28716, -2.17168, -4.59626)  0.064
H (2.41252, -2.90907, -3.50938)  0.043
H (1.05896, -2.00185, -2.88310)  -0.043
H (2.51364, -0.23664, -4.56007)  0.097
H (2.37144, -0.17428, -2.80948)  0.096
H (4.15930, -1.56534, -2.48754)  0.070
H (4.33390, -1.88642, -4.21276)  0.099
H (5.87550, -0.16673, -4.18733)  0.033
H (4.43692, 0.85689, -4.03235)  0.024
H (4.11704, 1.12229, -1.00788)  -0.033
H (6.24036, 2.79649, -2.37792)  -0.043
H (6.03353, -1.82911, -1.29333)  -0.006
H (7.42975, -0.84083, -0.99061)  0.035
H (7.02891, -0.56353, 1.21254)  0.074
H (6.55744, -2.18515, 0.90469)  -0.006
H (4.19975, -0.44754, 0.83808)  0.073
H (4.50895, -1.96081, 1.58541)  0.103
H (4.46853, -0.89606, 3.47315)  0.044
H (6.11686, -0.51730, 3.14935)  0.071
H (3.46111, 2.67834, 2.41669)  0.134
C (-4.26332, -0.36152, -0.87483)  -1.643
Br (-3.53035, -0.13990, 0.87401)  0.534
Br (-3.91672, 1.16488, -1.99160)  0.568
Br (-3.65704, -1.99666, -1.66043)  0.550
H (-5.33682, -0.42357, -0.77182)  -0.049
C (-6.48492, -3.12074, -4.69861)  -1.634
Br (-5.32755, -4.64932, -4.59673)  0.575
Br (-6.96947, -2.46264, -2.97033)  0.572
Br (-5.68406, -1.69786, -5.69778)  0.591
H (-7.38604, -3.43260, -5.20082)  -0.028
C (-3.65133, 1.55319, -5.54881)  -1.666
Br (-2.09076, 2.39964, -4.83540)  0.597
Br (-5.26324, 2.37049, -4.90539)  0.482
Br (-3.62515, 1.48652, -7.47026)  0.567
H (-3.64826, 0.53279, -5.19476)  -0.071
C (0.60181, -0.86330, 3.99698)  -1.553
Br (2.20469, 0.28076, 4.16351)  0.846
Br (-0.44415, -0.51440, 2.41449)  0.546
Br (1.06463, -2.73262, 4.13863)  0.529
H (-0.05055, -0.63678, 4.82646)  -0.123
C (-1.41462, -1.51111, 7.83842)  -1.638
Br (0.06024, -0.28906, 7.89294)  0.611
Br (-2.49711, -1.24726, 6.27351)  0.603
Br (-0.82640, -3.33185, 7.97550)  0.555
H (-2.04122, -1.30812, 8.69149)  -0.035
C (-6.80122, 2.53994, 2.65968)  -1.655
Br (-6.69120, 0.97370, 3.76373)  0.586
Br (-6.08941, 2.22665, 0.91236)  0.579
Br (-8.58712, 3.23506, 2.58117)  0.555
H (-6.18859, 3.29727, 3.12172)  -0.091
C (-10.82703, 6.74353, 1.34610)  -1.656
Br (-8.92749, 6.98775, 1.33502)  0.564
Br (-11.39100, 5.58690, -0.07425)  0.578
Br (-11.44268, 6.12253, 3.05555)  0.568
H (-11.27759, 7.70735, 1.17369)  -0.032
C (-7.80732, 5.96784, -4.94384)  -1.608
Br (-8.00937, 4.63947, -3.57466)  0.572
Br (-6.84292, 5.28440, -6.45621)  0.624
Br (-9.50078, 6.67803, -5.49143)  0.569
H (-7.22411, 6.77319, -4.52713)  -0.026
C (9.06851, 3.57193, 4.87291)  -1.649
Br (9.35087, 1.92274, 5.82068)  0.556
Br (8.33885, 4.91848, 6.03325)  0.568
Br (10.63892, 4.18095, 3.96788)  0.558
H (8.33049, 3.37234, 4.11028)  -0.047
C (-5.94366, 7.71767, 3.89519)  -1.673
Br (-5.28165, 8.03992, 5.66492)  0.588
Br (-5.58475, 9.18804, 2.71960)  0.574
Br (-5.27080, 6.07132, 3.17675)  0.601
H (-7.01590, 7.61913, 3.96537)  -0.051
C (11.15686, 0.72310, 1.18096)  -1.662
Br (11.35466, -0.27845, -0.44367)  0.573
Br (12.68286, 1.84386, 1.55353)  0.541
Br (9.53893, 1.71866, 1.21627)  0.634
H (11.11446, 0.00632, 1.97978)  -0.142
C (8.47968, -5.04215, -0.43444)  -1.635
Br (8.71725, -6.02724, -2.06811)  0.563
Br (9.81309, -3.66764, -0.25661)  0.561
Br (6.67256, -4.44094, -0.23745)  0.690
H (8.65172, -5.73336, 0.37419)  -0.040
C (-0.87999, -5.29812, -1.13196)  -1.621
Br (-0.12091, -7.06008, -1.12146)  0.554
Br (0.36778, -3.97147, -1.71461)  0.719
Br (-2.50536, -5.24028, -2.16103)  0.520
H (-1.14548, -5.06121, -0.11333)  -0.026
C (-1.54155, -9.38610, 2.60284)  -1.662
Br (-0.08019, -8.16697, 2.78161)  0.554
Br (-2.58386, -9.04659, 1.02774)  0.566
Br (-0.95122, -11.21171, 2.68282)  0.571
H (-2.18892, -9.22623, 3.45071)  -0.057
C (-9.01656, 2.78910, -7.74144)  -1.660
Br (-10.10509, 3.11354, -9.28996)  0.555
Br (-10.06698, 2.18861, -6.25175)  0.561
Br (-7.56253, 1.59668, -8.10914)  0.564
H (-8.58400, 3.73513, -7.45717)  -0.138
C (9.78761, -2.29767, 5.14912)  -1.646
Br (10.51182, -3.90505, 5.90982)  0.577
Br (11.13359, -1.26341, 4.26554)  0.620
Br (8.31520, -2.66537, 3.97540)  0.613
H (9.40845, -1.70093, 5.96352)  -0.037
C (-12.66105, 6.34425, -8.85677)  -1.646
Br (-10.91674, 6.97563, -9.34784)  0.556
Br (-13.62279, 5.66286, -10.37230)  0.574
Br (-12.57938, 5.05610, -7.44087)  0.537
H (-13.21033, 7.19398, -8.48597)  -0.033
C (0.42698, -7.52848, 6.81961)  -1.640
Br (1.90016, -8.73353, 6.57589)  0.582
Br (0.66081, -5.90946, 5.82424)  0.522
Br (-1.24853, -8.37567, 6.41403)  0.574
H (0.39998, -7.26457, 7.86435)  -0.033

no.,HOMO (eV),E_tot (Eh),Kohn-Sham gap (eV)
1,-12.032,-2708.2390,9.30
2,-4.566,-142633.9591,5.26